Record 1
{
  "formula": "C19H48O11V",
  "method": "ωB97M-V with the def2-TZVPD basis set",
  "e_above_lowest_kcal_mol": 243.5,
  "charge": -1,
  "homo_energy_ev": -2.886,
  "mol_weight_da": 503.53,
  "lumo_energy_ev": 0.03,
  "elements": ["O", "V", "O", "C", "O", "O", "O", "C", "C", "C", "O", "H", "H", "H", "H", "H", "H", "H", "H", "C", "C", "C", "O", "H", "H", "H", "H", "H", "H", "H", "H", "C", "C", "C", "O", "H", "H", "H", "H", "H", "H", "H", "H", "C", "C", "C", "O", "H", "H", "H", "H", "H", "H", "H", "H", "C", "C", "C", "O", "H", "H", "H", "H", "H", "H", "H", "H", "C", "C", "C", "O", "H", "H", "H", "H", "H", "H", "H", "H"],
  "positions_angstrom": [[0.115888, 1.129861, -2.983970], [-1.166109, 1.617300, -2.106373], [-0.819960, 1.256360, -0.561022], [-5.777509, 3.306447, -3.708633], [-4.905552, 2.967376, -4.527885], [-5.331511, 3.424041, -2.601462], [-6.935550, 3.679065, -3.961100], [-4.904422, -3.497976, -0.570027], [-3.747502, -3.929719, -1.426892], [-4.028309, -5.234257, -2.275209], [-3.388149, -2.914319, -2.310484], [-4.798332, -2.504252, -0.134860], [-5.075031, -4.253337, 0.197068], [-5.871754, -3.414250, -1.065355], [-2.855163, -3.927874, -0.800922], [-4.937797, -5.182945, -2.873806], [-4.119971, -6.141636, -1.678260], [-3.159760, -5.396521, -2.913474], [-3.584833, -3.176276, -3.212859], [1.676680, -0.423400, 6.856424], [2.135945, 0.311423, 8.142145], [0.950197, 0.927427, 8.824109], [2.764987, -0.652330, 8.967121], [2.477087, -1.027030, 6.428536], [1.378262, 0.313069, 6.110335], [0.811799, -1.004908, 7.175691], [2.907881, 1.067721, 7.999947], [1.193561, 1.391059, 9.780104], [0.173595, 0.166512, 8.901657], [0.433123, 1.708087, 8.266161], [2.188234, -1.350434, 9.285925], [4.037718, -4.428297, -0.498186], [5.080965, -5.561142, -0.635457], [4.715386, -6.514973, -1.698597], [6.313894, -4.924893, -0.989915], [3.132230, -4.902892, -0.120100], [4.038736, -3.920958, -1.462920], [4.371822, -3.566831, 0.080043], [5.184510, -6.017995, 0.348758], [5.463246, -7.307955, -1.700595], [4.765500, -6.106500, -2.707922], [3.713222, -6.937959, -1.628971], [6.971016, -5.239200, -0.364609], [-5.165616, 3.533183, 6.018642], [-5.715842, 2.462180, 7.008839], [-5.850385, 3.160974, 8.379102], [-6.986766, 2.237912, 6.524226], [-5.709648, 4.477662, 6.027910], [-5.133871, 3.111539, 5.013994], [-4.093650, 3.563168, 6.213821], [-5.131314, 1.543474, 7.057996], [-6.496998, 4.037160, 8.331077], [-4.923660, 3.531418, 8.817344], [-6.485857, 2.610289, 9.072663], [-7.464819, 1.710956, 7.168724], [2.785813, 7.813063, -1.720834], [2.214756, 6.618207, -0.918165], [2.110551, 6.723869, 0.517926], [0.987137, 6.246199, -1.506816], [2.186304, 8.709211, -1.560783], [2.841275, 7.739421, -2.806925], [3.821815, 8.079601, -1.511639], [2.904525, 5.799625, -1.123719], [1.215955, 7.253321, 0.845798], [2.936331, 7.315937, 0.912440], [1.990964, 5.741170, 0.974120], [0.595485, 6.894771, -2.096367], [2.766805, -2.093139, -9.023560], [3.715973, -2.454007, -10.181079], [3.353960, -1.841540, -11.531248], [4.972104, -1.918168, -9.857197], [3.163541, -2.192719, -8.013223], [1.858200, -2.690946, -9.095452], [2.351009, -1.085808, -9.045859], [3.742005, -3.543028, -10.142997], [4.120561, -2.142008, -12.245494], [3.411531, -0.753095, -11.523761], [2.363457, -2.096848, -11.907826], [5.160098, -1.907693, -8.915839]],
  "forces_ev_per_a": [[-1.6, 0.9, 0.1], [2.1, -1.4, 0.8], [-1.0, 0.7, -1.1], [-1.6, 1.4, -2.8], [1.2, -1.3, -2.3], [2.0, 0.1, 6.0], [-1.1, -0.4, -0.7], [-1.1, -0.2, 0.4], [-0.4, -0.7, -0.7], [0.8, 0.4, 1.2], [0.1, 1.2, -1.3], [0.6, -0.2, 0.2], [0.1, 0.1, 0.4], [0.1, -0.2, -0.7], [0.0, -1.2, 0.4], [0.0, 0.5, 0.0], [0.0, 0.1, 0.3], [-0.1, 0.0, -0.2], [-0.1, 0.1, 0.0], [0.4, 1.3, 0.5], [-0.2, -0.9, -0.7], [-0.8, 0.5, 0.1], [1.0, 0.0, 0.8], [-0.1, -0.1, 0.2], [-0.2, -0.1, -0.1], [0.0, -0.3, -0.4], [0.0, -0.1, -0.4], [0.0, -0.4, 0.2], [0.0, -0.2, 0.6], [0.4, 0.1, -0.5], [-0.4, 0.2, -0.2], [1.1, -0.3, -0.4], [-0.5, 2.4, 0.7], [0.0, -1.3, -1.0], [0.4, -0.3, 0.2], [-0.4, 0.7, -0.4], [-1.0, -0.5, -0.4], [0.1, -0.6, 0.9], [0.0, -0.4, 0.0], [-0.2, -0.4, 0.0], [0.1, 0.6, 0.1], [0.0, -0.1, 0.4], [0.2, 0.1, -0.1], [1.3, -2.1, 0.0], [0.2, 3.1, 0.2], [-0.5, 0.2, 0.2], [-1.7, -1.0, -0.4], [0.2, -0.2, 0.3], [-0.6, 0.1, -0.2], [0.1, 1.0, 0.3], [0.3, 0.1, -0.1], [0.2, 0.4, -0.9], [0.1, -0.5, 0.1], [0.7, -0.8, 0.4], [-0.3, -0.1, 0.0], [0.2, 0.8, 0.4], [0.9, 0.2, -3.8], [-0.7, 0.9, 2.3], [-0.9, -0.8, 0.1], [-0.1, 0.2, 0.3], [-0.5, -0.9, -0.1], [0.0, -0.1, 0.7], [0.1, -0.3, -0.1], [-0.2, 0.3, -0.3], [0.3, -0.5, 0.3], [0.5, 0.0, 0.1], [0.4, 0.2, 0.1], [-1.4, 0.3, -0.5], [-0.9, 1.0, 1.8], [0.2, -0.3, -0.1], [1.5, 0.3, -0.6], [0.4, -0.4, -0.2], [0.0, -0.4, 0.2], [0.4, 0.4, -0.4], [0.2, -0.2, -0.7], [-0.1, -0.2, -0.2], [0.0, 0.0, 0.5], [0.1, -0.3, 0.1], [-0.3, -0.2, 0.0]]
}

---

Record 2
{
  "formula": "C19H48O17",
  "method": "ωB97M-V with the def2-TZVPD basis set",
  "e_above_lowest_kcal_mol": 37.6,
  "charge": 0,
  "homo_energy_ev": -9.955,
  "mol_weight_da": 548.58,
  "smiles": "C[C@H]1COC(=O)O1.C[C@H]1COC(=O)O1.C[C@H]1COC(=O)O1.CO.CO.CO.CO.CO.CO.CO.O",
  "lumo_energy_ev": -0.45,
  "elements": ["O", "H", "H", "C", "C", "C", "O", "C", "O", "O", "H", "H", "H", "H", "H", "H", "C", "C", "C", "O", "C", "O", "O", "H", "H", "H", "H", "H", "H", "C", "C", "C", "O", "C", "O", "O", "H", "H", "H", "H", "H", "H", "C", "O", "H", "H", "H", "H", "C", "O", "H", "H", "H", "H", "C", "O", "H", "H", "H", "H", "C", "O", "H", "H", "H", "H", "C", "O", "H", "H", "H", "H", "C", "O", "H", "H", "H", "H", "C", "O", "H", "H", "H", "H"],
  "positions_angstrom": [[-1.283402, 3.329983, 1.562665], [-2.049161, 3.745448, 1.160526], [-0.630190, 3.275580, 0.849726], [1.741900, 3.109684, 3.437310], [2.450510, 1.773110, 3.285530], [2.226956, 0.946086, 1.987350], [3.498342, 0.525088, 1.587016], [4.418230, 1.315582, 2.193425], [5.572636, 1.360931, 1.863739], [3.857798, 1.987001, 3.198607], [0.679476, 2.951365, 3.245484], [2.009928, 3.875666, 2.707906], [1.922924, 3.560366, 4.412173], [2.191275, 1.139553, 4.134434], [1.762223, 1.595773, 1.243752], [1.527488, 0.154393, 2.254071], [-3.325570, 2.124901, -2.438992], [-4.477824, 1.198593, -2.843717], [-4.555684, 0.813759, -4.360945], [-5.023704, -0.492145, -4.303970], [-4.755815, -1.028358, -3.092827], [-4.894196, -2.181491, -2.768413], [-4.206855, -0.095494, -2.277486], [-2.400929, 1.780554, -2.901094], [-3.256616, 2.148477, -1.351579], [-3.502868, 3.143825, -2.784932], [-5.432995, 1.518413, -2.426400], [-3.596044, 0.830577, -4.881272], [-5.186652, 1.472438, -4.957484], [2.037899, -3.997095, 1.290845], [3.231719, -3.784107, 0.305963], [3.986870, -2.460172, 0.565193], [5.316821, -2.852275, 0.646972], [5.427771, -4.186306, 0.742191], [6.467860, -4.739885, 0.920132], [4.193574, -4.687911, 0.742104], [1.537066, -4.957226, 1.171369], [1.310846, -3.192658, 1.177971], [2.480209, -3.978945, 2.286764], [2.981385, -3.834363, -0.753866], [3.738362, -1.883795, 1.456041], [3.842458, -1.823473, -0.308137], [-0.347583, -1.728146, 3.757733], [-1.043171, -0.768985, 4.503664], [0.307157, -2.290623, 4.423670], [-1.070082, -2.435331, 3.344668], [0.268070, -1.306011, 2.960606], [-1.541273, -0.251333, 3.859966], [-0.207201, 4.228676, -1.262570], [0.477800, 3.269072, -0.422454], [-1.277486, 4.036227, -1.336362], [-0.136042, 5.216315, -0.805589], [0.182316, 4.217107, -2.280134], [1.411131, 3.460292, -0.549843], [-3.110387, -3.074999, -0.427545], [-1.726933, -3.451258, -0.737505], [-3.271301, -2.128348, -0.942878], [-3.724234, -3.826388, -0.919108], [-3.262897, -2.904019, 0.638109], [-1.151470, -2.736796, -0.449970], [2.892945, 0.569902, -1.556577], [3.367607, -0.272597, -2.639178], [2.736719, -0.043141, -0.669709], [3.544972, 1.416969, -1.349773], [1.916950, 0.985122, -1.819042], [2.671685, -0.906588, -2.832622], [0.270589, 0.000848, -3.817085], [0.700098, -1.210174, -3.339287], [-0.405107, 0.537014, -3.147014], [1.155355, 0.630302, -3.916724], [-0.185583, -0.126365, -4.800337], [-0.030447, -1.835651, -3.352516], [-0.623015, -0.154054, 0.002463], [0.240768, -1.218154, -0.322382], [-1.681559, -0.409783, -0.086624], [-0.395462, 0.235753, 0.993948], [-0.659422, 0.712165, -0.662876], [0.612268, -1.127675, -1.203292], [-3.409840, 0.642713, 2.180195], [-2.222850, 1.085795, 2.816396], [-3.349517, -0.413257, 1.913828], [-4.361775, 0.804230, 2.687321], [-3.469759, 1.190863, 1.237177], [-1.926054, 1.878866, 2.351106]],
  "forces_ev_per_a": [[-0.5, 0.0, 0.2], [-0.2, 0.2, 0.1], [0.5, -0.2, 0.0], [-0.4, -0.1, -0.6], [0.1, 0.0, -0.7], [-1.6, 1.2, 1.1], [0.0, -0.1, -0.1], [1.5, -0.3, -0.3], [-1.2, 0.1, 0.4], [0.6, 0.5, 0.6], [-0.2, 0.0, 0.5], [0.5, -0.3, -0.3], [-0.2, -0.3, 0.1], [0.4, 0.1, 0.2], [0.1, -0.1, -0.4], [0.4, -0.4, -0.5], [-0.7, -0.1, -0.4], [1.2, 0.1, -0.6], [0.4, 1.7, 0.7], [-0.8, -1.3, 0.0], [0.5, -1.8, 0.7], [-0.2, 1.7, -0.9], [-0.4, 0.0, -0.1], [0.1, -0.1, 0.2], [0.2, -0.1, 0.0], [-0.1, 0.0, 0.0], [-0.1, 0.2, -0.3], [0.4, 0.0, 0.4], [-0.5, -0.3, 0.2], [0.6, 0.4, -0.9], [-1.3, 1.3, 2.2], [-1.2, 0.6, -0.9], [1.4, 0.4, -0.3], [0.6, 0.9, 0.7], [-0.6, -0.4, -0.3], [0.7, -2.8, -0.7], [0.1, 0.0, -0.2], [-0.1, 0.0, 0.0], [-0.1, 0.1, 0.1], [0.0, -0.6, 0.0], [-0.3, -0.3, 0.1], [0.3, 0.2, 0.1], [-0.2, -0.6, 0.3], [0.2, 0.2, 0.2], [0.0, 0.1, 0.0], [0.2, -0.2, -0.4], [0.0, 0.0, -0.2], [-0.1, 0.5, 0.2], [0.0, 0.2, 0.2], [-0.5, 0.4, -1.0], [0.1, -0.6, 0.2], [0.2, 0.1, -0.2], [0.1, 0.1, 0.1], [0.2, -0.2, 0.3], [1.8, 0.5, -1.1], [-0.9, -0.1, 0.4], [-0.4, 0.0, 0.1], [-0.2, 0.0, 0.5], [-0.2, -0.5, 0.1], [0.2, 0.1, 0.1], [-0.6, -1.0, -0.7], [0.3, 1.1, 0.7], [0.2, 0.3, 0.2], [0.4, -0.4, -0.2], [-0.2, 0.2, 0.0], [-0.2, -0.1, 0.0], [-0.1, 1.6, -0.9], [0.4, -1.6, 1.1], [-0.3, -0.1, 0.1], [0.0, 0.0, -0.2], [-0.1, 0.3, -0.1], [0.0, -0.2, 0.1], [-0.9, 0.9, -0.2], [0.0, -0.1, 0.2], [-0.1, -0.7, 0.6], [-0.2, -0.2, 0.1], [1.1, 0.1, -0.4], [-0.1, 0.1, -0.3], [0.2, 0.2, -1.1], [-0.7, -0.5, 0.5], [0.1, -0.1, 0.2], [0.3, 0.2, 0.6], [-0.3, -0.1, -0.3], [0.3, 0.2, 0.1]]
}